(1)
C13H13Cl2F6LiN2O2SSb as an isolated structure. Source: the Open Molecules 2025 dataset; level of theory: ωB97M-V/def2-TZVPD.

The geometry in XYZ format:
```
41
Properties=species:S:1:pos:R:3:forces:R:3:mulliken_charge:R:1
Li 1.491 1.446 -0.490 -0.844 -0.012 -0.087 0.898
Cl 0.879 -0.191 1.855 -0.053 -0.330 0.003 -0.144
C -0.356 -1.223 2.544 -0.014 0.169 0.079 0.513
C -0.446 -1.184 3.925 -0.056 -0.008 -0.049 -0.687
C -1.430 -1.908 4.580 0.042 0.016 0.009 -0.362
C -2.316 -2.656 3.823 -0.021 -0.022 -0.005 -0.787
C -2.198 -2.685 2.446 -0.094 -0.052 -0.003 0.424
Cl -3.384 -3.641 1.590 0.029 0.009 0.013 -0.236
C -1.207 -1.991 1.712 0.092 0.102 -0.030 -0.367
S -1.088 -2.074 -0.005 0.110 0.181 -0.098 -0.382
H 0.258 -0.574 4.477 -0.002 0.001 -0.005 0.385
H -1.507 -1.884 5.659 0.001 -0.002 0.000 0.357
H -3.105 -3.227 4.293 -0.001 0.000 -0.005 0.394
F 2.788 2.746 -0.822 0.231 -0.070 -0.031 -0.711
Sb 4.338 1.608 -0.697 0.357 0.072 0.144 2.624
F 3.042 0.240 -0.307 0.110 0.240 0.057 -0.753
F 4.391 2.035 1.137 0.034 -0.021 -0.018 -0.568
F 5.459 3.056 -1.115 0.049 -0.016 0.001 -0.561
F 5.745 0.383 -0.475 0.040 0.016 -0.049 -0.569
F 4.219 1.167 -2.529 -0.044 0.000 0.018 -0.596
O -0.168 2.325 0.023 0.008 0.079 0.071 -0.843
N -1.356 1.805 -0.053 0.238 -0.046 -0.068 0.592
C -2.053 1.561 1.073 0.043 -0.029 -0.044 -0.253
C -3.317 1.016 1.013 0.063 -0.060 0.096 -0.700
C -3.878 0.707 -0.212 -0.020 -0.026 -0.031 -0.062
C -3.139 0.960 -1.356 0.003 -0.014 -0.061 -0.758
C -1.880 1.504 -1.260 0.020 -0.042 0.100 -0.256
H -1.524 1.810 1.978 0.001 -0.013 0.039 0.477
H -3.831 0.807 1.941 -0.008 0.001 -0.018 0.410
H -4.855 0.251 -0.272 0.003 -0.001 -0.009 0.386
H -3.518 0.714 -2.338 -0.013 -0.009 0.018 0.365
H -1.212 1.700 -2.084 0.000 0.001 -0.022 0.589
C 2.023 -0.076 -4.300 0.017 -0.037 -0.019 -1.429
C 1.495 -0.159 -2.891 0.060 0.274 0.176 1.059
N 1.398 -1.376 -2.352 -0.205 -0.062 0.239 -0.189
O 1.174 0.861 -2.272 -0.180 -0.257 -0.317 -0.539
H 2.936 -0.664 -4.396 -0.003 0.003 -0.011 0.394
H 2.241 0.961 -4.531 -0.005 -0.005 0.005 0.295
H 1.280 -0.467 -4.998 -0.001 0.011 -0.002 0.402
H 1.657 -2.191 -2.877 -0.012 -0.007 0.042 0.153
H 0.952 -1.493 -1.437 0.026 -0.034 -0.128 0.037
```
Positions in Å, forces in eV/Å.

## Properties
net charge: -1
E_LUMO: 2.57 eV
F_max: 0.8 eV/A


(2)
An isolated ion of composition C5H8IN2OS and charge +1 in a non-equilibrium geometry. Source: the Open Molecules 2025 dataset; level of theory: ωB97M-V/def2-TZVPD.

The geometry in XYZ format:
```
18
Properties=species:S:1:pos:R:3:forces:R:3:mulliken_charge:R:1
C -0.894 0.612 -1.400 -0.122 -1.254 1.434 -0.431
C -0.999 -0.647 -0.834 -1.916 -0.473 -1.789 0.682
C 0.987 0.164 -0.230 -1.149 -0.525 -1.212 -0.001
C -2.101 -1.689 -1.032 2.476 0.143 -0.141 -1.060
C 2.822 0.481 1.793 5.045 -3.173 -1.506 -0.880
N 0.137 -0.945 -0.177 2.062 3.465 -0.169 -0.258
N 0.346 1.092 -0.980 -1.010 -0.867 -0.134 0.004
O 3.278 1.344 -0.674 0.641 1.995 -1.492 -0.535
S 2.832 0.156 -0.026 -1.521 -0.825 2.244 0.505
I 0.712 -2.646 0.612 0.429 -1.378 0.735 0.418
H -1.713 1.131 -1.925 1.099 0.009 0.275 0.373
H -2.380 -1.658 -2.065 -0.229 -0.101 -0.629 0.332
H -1.675 -2.706 -0.814 -0.903 0.982 0.007 0.297
H -2.923 -1.374 -0.459 -1.207 -0.260 0.976 0.301
H 3.849 0.966 1.949 -1.414 -0.532 -0.310 0.343
H 2.983 -0.578 2.150 -0.428 1.082 0.176 0.314
H 2.125 0.978 2.324 -2.759 1.718 1.102 0.365
H 0.630 2.002 -1.311 0.907 -0.007 0.434 0.231
```
Positions in Å, forces in eV/Å.

## Properties
net charge: +1
E_LUMO: -4.45 eV
F_max: 6.1 eV/A


So what do the calculations give for gap between HOMO and LUMO? Going down the list: 6.718; 8.831 eV.
So what do the calculations give for E_HOMO? Going down the list: -4.151; -13.278 eV.
So what do the calculations give for energy above the lowest of the compared OMol25 structures with the same formula, charge and spin? Going down the list: 9.56; 0.00 kcal per mole.